1.
Density functional theory data (the ωB97M-V functional and the def2-TZVPD basis) for 7 unconnected molecules or ions with the total composition C20H46ClN2O20P4 in a non-equilibrium geometry.

The geometry in ORCA input format:
```
! wB97M-V def2-TZVPD RIJCOSX def2/J DEFGRID3
* xyz -1 1
Cl 0.2982 -0.7732 0.7732
O 0.9596 -2.0559 0.9520
O 0.9790 0.0940 -0.1382
O -1.0022 -0.9999 0.2915
O 0.2604 -0.0686 2.0033
C 8.0066 -0.7111 4.5879
O 6.7890 -0.0421 4.6306
P 6.1939 0.8297 3.3991
O 6.5085 0.3148 2.0385
O 4.6167 0.8342 3.7993
C 3.7703 -0.2965 3.6420
O 6.7674 2.3011 3.7640
C 6.3702 3.3785 3.0028
H 8.0273 -1.5292 3.8679
H 8.1727 -1.3467 5.4578
H 8.9484 -0.1631 4.5611
H 4.3248 -1.1938 3.3671
H 2.9405 -0.2515 2.9367
H 3.2134 -0.5055 4.5554
H 7.1876 4.0505 3.2641
H 5.4483 3.7629 3.4392
H 6.3685 3.0146 1.9753
C -3.2818 1.0561 2.6032
O -3.9649 0.4932 1.4698
P -4.9197 1.3623 0.5235
O -5.8714 2.2297 1.3108
O -3.8721 2.1076 -0.4601
C -4.3880 3.1030 -1.3344
O -5.5944 0.1450 -0.4373
C -5.0420 -1.1568 -0.5928
H -3.7042 2.0116 2.9140
H -2.1947 1.1070 2.5419
H -3.5045 0.4012 3.4456
H -4.0131 4.1006 -1.1053
H -5.4686 3.0634 -1.1973
H -4.1554 2.9270 -2.3846
H -3.9756 -0.9657 -0.7131
H -5.4328 -1.6427 -1.4868
H -5.1452 -1.8230 0.2637
C -6.0125 -4.7540 -0.8811
O -4.6276 -5.0119 -0.6596
P -4.0776 -5.1836 0.8467
O -4.7166 -6.2509 1.6294
O -2.4752 -5.4876 0.6307
C -1.6597 -4.5893 -0.0575
O -4.1692 -3.6217 1.4486
C -3.5171 -3.2612 2.6458
H -6.1712 -3.8725 -1.5022
H -6.5938 -4.4608 -0.0069
H -6.5429 -5.5255 -1.4393
H -1.1094 -5.1664 -0.8005
H -0.9796 -3.9950 0.5527
H -2.3066 -3.9153 -0.6190
H -4.0446 -3.3773 3.5926
H -3.4936 -2.1749 2.5599
H -2.4642 -3.5406 2.6853
C 0.5613 3.1983 0.4976
O 1.3326 3.5046 -0.6044
P 2.5516 4.5571 -0.4255
O 2.1572 5.9268 -0.0367
O 3.5972 3.8612 0.6229
C 4.0827 2.5401 0.4718
O 3.3942 4.4127 -1.8104
C 2.7881 4.1737 -3.0499
H 0.1739 4.1106 0.9512
H 1.1138 2.6774 1.2796
H -0.3613 2.6687 0.2600
H 3.7453 1.9071 1.2925
H 5.1646 2.4254 0.4047
H 3.8095 2.1106 -0.4921
H 1.8836 4.7630 -3.2009
H 2.4941 3.1285 -3.1467
H 3.4590 4.4012 -3.8783
N -0.2996 1.8425 -2.6980
C -1.2239 2.8017 -3.0363
C -1.1780 2.9117 -4.4066
C -0.2498 1.9869 -4.9031
C 0.3463 1.3534 -3.8137
H -0.0405 1.6827 -1.7350
H -1.7130 3.2933 -2.2084
H -1.8221 3.5770 -4.9624
H 0.0724 1.8195 -5.9202
H 1.1912 0.6860 -3.7299
N -0.4646 -2.6599 -2.6611
C -1.4455 -3.3163 -3.3620
C -0.8142 -4.3834 -4.0589
C 0.5881 -4.2681 -3.8027
C 0.7079 -3.1734 -3.0283
H -0.5074 -1.8259 -2.0929
H -2.4648 -2.9608 -3.3952
H -1.2936 -5.1184 -4.6884
H 1.4007 -4.9117 -4.1059
H 1.6035 -2.6781 -2.6835
*
```

Results
energy above the lowest of the compared OMol25 structures with the same formula, charge and spin	1.847	eV
gap between HOMO and LUMO	8.36	eV
highest occupied orbital energy	-6.00	eV
LUMO	2.3653	eV
molecular weight	793.931	g mol⁻¹

2.
Density functional theory data (the ωB97M-V functional and the def2-TZVPD basis) for 2 unconnected molecules or ions with the total composition C4H6OS in a non-equilibrium geometry.

The geometry in ORCA input format:
```
! wB97M-V def2-TZVPD RIJCOSX def2/J DEFGRID3
* xyz 0 1
C -0.1335 -1.0448 0.2764
C 0.6820 0.1267 -0.6463
C -0.1194 1.3233 -0.5091
C -0.8481 2.2446 -0.0060
H -1.6451 -2.3396 -0.6885
H -0.3855 -0.4711 1.2710
H 0.3843 -2.0063 0.3432
H 0.6303 -0.3907 -1.6314
H 1.8170 0.1416 1.3138
H -1.3055 3.0520 0.7117
O -1.5138 -0.8021 -0.2813
S 2.4375 0.1665 -0.1535
*
```

Results
energy above the lowest of the compared OMol25 structures with the same formula, charge and spin	8.341	eV
gap between HOMO and LUMO	8.16	eV
highest occupied orbital energy	-9.24	eV
LUMO	-1.0740	eV
molecular weight	102.158	g mol⁻¹

3.
Density functional theory data (the ωB97M-V functional and the def2-TZVPD basis) for 3 unconnected molecules or ions with the total composition C18H33ClINO5.

The geometry in ORCA input format:
```
! wB97M-V def2-TZVPD RIJCOSX def2/J DEFGRID3
* xyz 0 1
C 2.4163 -1.1429 3.4848
N 3.2843 -0.0889 2.9407
C 2.7641 0.5799 1.7474
C 2.4235 -0.3606 0.5876
O 3.1598 0.0773 -0.5486
C 2.8684 -0.6678 -1.7190
C 3.4782 -2.0695 -1.7514
C 2.5212 -3.1844 -2.1183
C 3.1663 -4.5372 -1.9238
Cl 1.0134 -3.1372 -1.1446
C 1.6308 1.5217 2.1754
C 0.7089 1.9347 1.0237
C -0.5672 1.0768 0.9842
I 0.0621 3.9851 1.3629
H 1.4178 -1.0707 3.0793
H 2.3763 -1.0984 4.5667
H 2.7762 -2.1277 3.1969
H 4.1986 -0.4704 2.7385
H 3.5643 1.2166 1.3942
H 1.3632 -0.4146 0.3556
H 2.7321 -1.3753 0.8342
H 1.7981 -0.6859 -1.8925
H 3.2849 -0.1019 -2.5439
H 4.2675 -2.1150 -2.4919
H 3.9434 -2.2868 -0.7929
H 2.2356 -3.0837 -3.1575
H 4.0470 -4.6227 -2.5463
H 3.4501 -4.6530 -0.8862
H 2.4686 -5.3196 -2.1849
H 1.0168 1.1306 2.9783
H 2.1046 2.4079 2.5725
H 1.2091 1.9035 0.0665
H -0.3059 0.1053 1.3870
H -1.3199 1.4699 1.6449
H -0.9450 0.9324 -0.0192
O -3.5609 0.1498 1.4195
C -4.1967 0.8621 2.1394
C -5.6327 1.3176 1.9656
C -5.7282 2.4948 2.9356
C -4.7013 2.1128 3.9936
O -3.6900 1.3736 3.2870
H -6.2908 0.4951 2.2487
H -5.8211 1.5998 0.9341
H -6.7230 2.6578 3.3451
H -5.4161 3.4111 2.4330
H -5.1216 1.4661 4.7666
H -4.2375 2.9736 4.4685
O 0.4380 -0.9009 -5.5638
C -0.1984 -0.2865 -4.7591
C -1.6960 -0.0488 -4.7455
C -1.8453 1.0954 -3.7434
C -0.6508 0.8659 -2.8275
O 0.3648 0.2923 -3.6707
H -2.1844 -0.9616 -4.4016
H -2.0507 0.2050 -5.7400
H -2.7945 1.1038 -3.2117
H -1.7381 2.0517 -4.2572
H -0.8717 0.1565 -2.0261
H -0.2665 1.7851 -2.3903
*
```

Results
gap between HOMO and LUMO	9.12	eV
highest occupied orbital energy	-8.66	eV
LUMO	0.4627	eV
molecular weight	505.821	g mol⁻¹

4.
Density functional theory data (the ωB97M-V functional and the def2-TZVPD basis) for 3 unconnected molecules or ions with the total composition C6H12O2 in a non-equilibrium geometry.

The geometry in ORCA input format:
```
! wB97M-V def2-TZVPD RIJCOSX def2/J DEFGRID3
* xyz 0 1
C 1.2759 -2.1864 0.9617
C 1.1170 -0.9956 1.5443
C 0.8528 0.2007 0.6979
C 1.2463 1.3577 1.1763
C 1.2150 2.6870 0.5096
C 0.4530 2.8968 -0.5710
H 1.3193 -3.1780 1.4755
H 1.5123 -2.3702 -0.0594
H 0.9423 -0.9758 2.6794
H 0.3070 0.1281 -0.2743
H 1.7318 1.5771 2.2105
H 1.9339 3.4586 0.6816
H -0.0551 2.0175 -1.0443
H 0.5906 3.7672 -1.1830
O -2.1217 -0.8447 -2.2563
H -1.8695 0.0816 -2.4583
H -2.9683 -0.9463 -2.7091
O -2.7989 -2.4174 -0.1865
H -2.4618 -2.6227 -1.0557
H -2.2219 -1.6352 -0.1389
*
```

Results
energy above the lowest of the compared OMol25 structures with the same formula, charge and spin	3.753	eV
gap between HOMO and LUMO	9.00	eV
highest occupied orbital energy	-8.63	eV
LUMO	0.3759	eV
molecular weight	116.160	g mol⁻¹

Copy entry 4 word for word.
Density functional theory data (the ωB97M-V functional and the def2-TZVPD basis) for 3 unconnected molecules or ions with the total composition C6H12O2 in a non-equilibrium geometry.

The geometry in ORCA input format:
```
! wB97M-V def2-TZVPD RIJCOSX def2/J DEFGRID3
* xyz 0 1
C 1.2759 -2.1864 0.9617
C 1.1170 -0.9956 1.5443
C 0.8528 0.2007 0.6979
C 1.2463 1.3577 1.1763
C 1.2150 2.6870 0.5096
C 0.4530 2.8968 -0.5710
H 1.3193 -3.1780 1.4755
H 1.5123 -2.3702 -0.0594
H 0.9423 -0.9758 2.6794
H 0.3070 0.1281 -0.2743
H 1.7318 1.5771 2.2105
H 1.9339 3.4586 0.6816
H -0.0551 2.0175 -1.0443
H 0.5906 3.7672 -1.1830
O -2.1217 -0.8447 -2.2563
H -1.8695 0.0816 -2.4583
H -2.9683 -0.9463 -2.7091
O -2.7989 -2.4174 -0.1865
H -2.4618 -2.6227 -1.0557
H -2.2219 -1.6352 -0.1389
*
```

Results
energy above the lowest of the compared OMol25 structures with the same formula, charge and spin	3.753	eV
gap between HOMO and LUMO	9.00	eV
highest occupied orbital energy	-8.63	eV
LUMO	0.3759	eV
molecular weight	116.160	g mol⁻¹

> LUMO of number 1 (C20H46ClN2O20P4)?

2.3653 eV